1.
Molecular formula: CH2BF3
Method: DFT, wB97M-V/def2-TZVPD

XYZ file:
```
7
Properties=species:S:1:pos:R:3
B 0.651 0.579 0.662
C -0.835 0.638 -0.300
F -1.639 1.626 0.176
F 1.739 0.624 -0.076
F -1.620 -0.474 0.045
H -0.865 0.786 -1.328
H 0.812 0.470 1.735
```

The gap between HOMO and LUMO (spin up / spin down) comes out at 7.0 / 8.5 eV. Its LUMO energy (spin up / spin down) is 0.0298 / -0.1832 Eh. Its HOMO energy (spin up / spin down) is -6.2 / -13.5 eV. The multiplicity is 3.

---

2.
Molecular formula: C3H12N2O2
Method: DFT, wB97M-V/def2-TZVPD

XYZ file:
```
19
Properties=species:S:1:pos:R:3
C 1.552 -0.430 1.518
C 2.170 -0.047 0.172
N 1.181 0.061 -0.970
C 0.140 -0.886 -0.911
N -1.038 -0.455 -0.413
H 1.200 -1.473 1.572
H 2.295 -0.197 2.272
H 0.655 0.155 1.764
H 2.962 -0.772 0.015
H 2.627 0.950 0.225
H 0.683 0.942 -0.719
H 0.319 -1.822 -1.445
H -0.785 -0.032 -1.440
H -1.217 1.313 -0.017
H -1.306 2.873 -0.341
O -0.717 2.133 -0.103
H -4.184 -1.265 -0.269
H -2.799 -0.620 -0.428
O -3.740 -0.428 -0.480
```

The total charge is +1. The gap between HOMO and LUMO (spin up / spin down) comes out at 8.7 / 6.4 eV. Its LUMO energy (spin up / spin down) is -0.2315 / -0.3114 Eh. Its HOMO energy (spin up / spin down) is -15.0 / -14.9 eV. The multiplicity is 2.

---

3.
Molecular formula: C3H9NOS
Method: DFT, wB97M-V/def2-TZVPD

XYZ file:
```
15
Properties=species:S:1:pos:R:3
C 2.021 0.114 1.362
C -2.513 0.246 0.959
C 0.415 -0.519 -1.619
N 1.283 -1.107 1.032
O -0.128 -2.652 -0.147
S -0.025 -1.268 0.093
H 2.669 -0.133 2.231
H 1.375 0.795 1.879
H 2.668 0.341 0.561
H -1.702 0.558 1.644
H -2.746 0.824 0.072
H -3.076 -0.662 1.377
H 1.351 -1.045 -1.704
H -0.493 -0.925 -2.171
H 0.596 0.475 -1.835
```

The gap between HOMO and LUMO (spin up / spin down) comes out at 7.3 / 8.8 eV. Its LUMO energy (spin up / spin down) is -0.0462 / 0.0029 Eh. Its HOMO energy (spin up / spin down) is -8.6 / -8.7 eV.

---

4.
Molecular formula: C27H45Cl2PPtS
Method: DFT, wB97M-V/def2-TZVPD

XYZ file:
```
77
Properties=species:S:1:pos:R:3
P 0.180 0.035 -0.621
C 1.160 -1.653 -0.677
C 2.553 -1.763 -1.367
C 3.018 -3.226 -1.429
C 2.949 -3.949 -0.080
C 1.604 -3.746 0.630
C 1.204 -2.269 0.721
C 1.343 1.110 0.484
C 2.865 0.891 0.409
C 3.578 1.957 1.255
C 3.065 1.991 2.703
C 1.537 2.020 2.818
C 0.858 0.972 1.924
C 0.897 0.681 -2.285
C 0.381 -0.156 -3.469
C 1.039 0.283 -4.781
C 0.882 1.770 -5.079
C 1.282 2.640 -3.889
C 0.654 2.176 -2.558
H 0.437 -2.220 -1.285
H 3.306 -1.174 -0.818
H 2.542 -1.364 -2.396
H 4.039 -3.274 -1.832
H 2.369 -3.743 -2.143
H 3.139 -5.020 -0.228
H 3.753 -3.576 0.565
H 0.822 -4.274 0.071
H 1.647 -4.180 1.635
H 0.207 -2.179 1.184
H 1.921 -1.724 1.370
H 1.124 2.139 0.144
H 3.419 2.938 0.790
H 3.254 0.943 -0.622
H 3.115 -0.104 0.818
H 4.656 1.770 1.245
H 3.497 2.848 3.234
H 3.435 1.086 3.205
H 1.238 1.856 3.859
H 1.168 3.017 2.525
H -0.235 1.100 1.942
H 1.081 -0.042 2.302
H 1.991 0.556 -2.190
H 0.562 -1.237 -3.314
H -0.718 -0.041 -3.511
H 2.100 0.046 -4.728
H 0.635 -0.302 -5.611
H -0.162 1.976 -5.307
H 1.479 2.041 -5.957
H 0.988 3.681 -4.071
H 2.367 2.641 -3.780
H 1.052 2.805 -1.737
H -0.438 2.347 -2.575
Pt -2.520 0.084 -0.053
Cl -1.636 2.334 -0.128
Cl -2.586 -1.307 -1.929
C -3.607 0.024 1.686
H -4.664 0.347 1.564
C -3.141 -0.381 2.973
C -3.894 -0.240 4.206
C -3.317 -0.572 5.415
C -2.000 -1.057 5.498
C -1.286 -1.263 4.314
C -1.849 -0.979 3.072
H -4.915 0.136 4.178
H -3.867 -0.462 6.354
H -0.277 -1.661 4.332
H -1.338 -1.183 2.133
H -1.535 -1.277 6.454
C -5.504 -0.373 -1.359
S -4.383 1.036 -1.357
C -5.216 2.225 -0.263
H -4.862 -1.263 -1.460
H -6.105 -0.231 -2.258
H -6.173 -0.459 -0.492
H -5.403 3.008 -1.000
H -6.157 1.816 0.076
H -4.603 2.602 0.551
```

The gap between HOMO and LUMO (spin up / spin down) comes out at 7.3 / 5.8 eV. Its LUMO energy (spin up / spin down) is 0.0161 / -0.0953 Eh. Its HOMO energy (spin up / spin down) is -6.9 / -8.4 eV. The multiplicity is 5.

---

5.
Molecular formula: C16H24O12
Method: DFT, wB97M-V/def2-TZVPD

XYZ file:
```
52
Properties=species:S:1:pos:R:3
C 0.349 4.594 -3.895
C 0.651 3.621 -2.788
C 1.310 2.320 -3.281
O 2.436 2.188 -2.423
C 2.724 3.356 -1.819
O 3.696 3.589 -1.188
O 1.667 4.202 -1.952
H -0.329 5.403 -3.623
H -0.217 4.090 -4.695
H 1.214 5.016 -4.405
H -0.266 3.425 -2.230
H 1.610 2.448 -4.326
H 0.728 1.403 -3.243
C 2.654 -3.146 -4.204
C 3.375 -2.687 -2.952
C 2.824 -1.420 -2.271
O 2.886 -1.786 -0.886
C 2.825 -3.124 -0.778
O 2.497 -3.733 0.183
O 3.189 -3.702 -1.956
H 2.985 -4.162 -4.425
H 2.898 -2.498 -5.043
H 1.583 -3.220 -4.013
H 4.441 -2.558 -3.146
H 1.819 -1.159 -2.600
H 3.514 -0.592 -2.401
C -3.356 -1.418 4.244
C -3.399 -1.985 5.637
C -2.058 -2.392 6.255
O -1.894 -1.513 7.366
C -2.988 -0.733 7.523
O -3.115 0.055 8.399
O -3.883 -0.961 6.548
H -2.596 -0.642 4.133
H -4.323 -1.026 3.941
H -3.052 -2.229 3.575
H -4.169 -2.754 5.696
H -1.214 -2.283 5.577
H -2.091 -3.416 6.626
C 0.488 0.600 -0.326
C -0.971 0.214 -0.213
C -1.721 0.814 0.985
O -2.803 1.519 0.382
C -2.849 1.285 -0.941
O -3.708 1.653 -1.674
O -1.742 0.592 -1.336
H 1.078 0.120 0.450
H 0.612 1.685 -0.342
H 0.846 0.237 -1.289
H -0.983 -0.875 -0.100
H -1.127 1.532 1.553
H -2.046 0.053 1.694
```

Its SMILES is C[C@H]1COC(=O)O1.C[C@H]1COC(=O)O1.C[C@H]1COC(=O)O1.C[C@H]1COC(=O)O1. The gap between HOMO and LUMO comes out at 11.2 eV. Its LUMO energy is 0.0048 Eh. Its HOMO energy is -11.1 eV.

---

6.
Molecular formula: C23H53BO14S
Method: DFT, wB97M-V/def2-TZVPD

XYZ file:
```
92
Properties=species:S:1:pos:R:3
O 3.034 1.181 0.965
S 3.918 0.067 1.033
O 5.096 0.277 1.794
C 4.475 -0.435 -0.590
C 4.946 -1.887 -0.552
C 3.957 -2.876 0.075
C 2.784 -2.237 0.798
C 1.675 -1.838 -0.179
B 0.500 -0.944 0.406
O 0.449 -0.382 1.654
O -0.581 -0.740 -0.399
O 3.167 -1.172 1.680
H 3.708 -0.235 -1.325
H 5.318 0.217 -0.768
H 5.198 -2.181 -1.563
H 5.864 -1.889 0.021
H 3.521 -3.476 -0.716
H 4.497 -3.574 0.701
H 2.371 -3.005 1.439
H 2.079 -1.393 -1.082
H 1.219 -2.766 -0.518
H 0.769 0.536 1.537
H -0.367 -1.026 -1.303
C 1.046 6.230 -2.737
O 0.830 5.549 -1.524
C 1.523 6.147 -0.441
C 0.897 5.764 0.880
O -0.288 6.485 1.189
C -1.471 6.117 0.495
C -2.081 4.820 0.976
O -1.382 3.712 0.441
C -1.550 2.544 1.216
H 2.103 6.198 -3.027
H 0.454 5.734 -3.504
H 0.722 7.275 -2.665
H 1.511 7.240 -0.541
H 2.564 5.797 -0.458
H 1.604 6.036 1.666
H 0.735 4.687 0.940
H -1.310 6.097 -0.584
H -2.183 6.916 0.711
H -3.128 4.768 0.643
H -2.057 4.795 2.072
H -1.184 2.701 2.238
H -0.966 1.755 0.750
H -2.602 2.238 1.243
C -4.794 -1.551 2.851
O -3.991 -1.276 3.974
C -2.731 -0.731 3.611
C -2.120 0.030 4.763
O -2.668 1.328 4.951
C -3.954 1.411 5.545
C -3.958 1.156 7.035
O -3.891 -0.232 7.313
C -3.394 -0.497 8.604
H -4.331 -2.310 2.208
H -5.749 -1.928 3.211
H -4.973 -0.642 2.264
H -2.838 -0.056 2.754
H -2.063 -1.557 3.333
H -1.070 0.201 4.516
H -2.153 -0.554 5.684
H -4.671 0.765 5.035
H -4.268 2.445 5.390
H -4.890 1.552 7.465
H -3.108 1.677 7.492
H -2.382 -0.093 8.725
H -3.354 -1.577 8.727
H -4.048 -0.075 9.376
C 2.156 -2.852 -8.313
O 1.952 -3.498 -7.076
C 2.675 -2.888 -6.024
C 2.064 -3.232 -4.684
O 0.897 -2.479 -4.378
C -0.295 -2.840 -5.068
C -0.926 -4.123 -4.576
O -0.247 -5.252 -5.097
C -0.446 -6.407 -4.314
H 3.205 -2.912 -8.622
H 1.539 -3.357 -9.053
H 1.851 -1.800 -8.261
H 2.682 -1.799 -6.147
H 3.710 -3.259 -6.052
H 2.788 -2.958 -3.912
H 1.881 -4.304 -4.594
H -0.134 -2.869 -6.146
H -0.996 -2.029 -4.860
H -1.972 -4.159 -4.910
H -0.904 -4.139 -3.479
H -0.083 -6.254 -3.291
H 0.123 -7.215 -4.769
H -1.505 -6.689 -4.285
```

Its SMILES is O=S1(=O)CCC[C@H](CB(O)O)O1.COCCOCCOC.COCCOCCOC.COCCOCCOC. The gap between HOMO and LUMO comes out at 9.2 eV. Its LUMO energy is 0.0076 Eh. Its HOMO energy is -9.0 eV.

---

DFT total energy / hartree: -363.56311; -381.03684; -647.66614; -2834.94824; -1527.00786; -2384.44668